{
  "formula": "C43H88CdNO20Zn",
  "method": "the ωB97M-V functional and the def2-TZVPD basis",
  "elements": ["Zn", "Cd", "C", "C", "C", "C", "C", "C", "N", "O", "C", "C", "C", "H", "H", "H", "H", "H", "H", "H", "H", "H", "H", "H", "H", "H", "H", "H", "H", "H", "H", "C", "C", "C", "O", "C", "C", "C", "O", "O", "O", "H", "H", "C", "C", "C", "O", "C", "C", "C", "O", "O", "O", "H", "H", "C", "C", "O", "H", "H", "H", "H", "H", "H", "C", "C", "O", "H", "H", "H", "H", "H", "H", "C", "C", "O", "H", "H", "H", "H", "H", "H", "C", "C", "O", "H", "H", "H", "H", "H", "H", "C", "C", "O", "H", "H", "H", "H", "H", "H", "C", "C", "O", "H", "H", "H", "H", "H", "H", "C", "C", "O", "H", "H", "H", "H", "H", "H", "C", "C", "O", "H", "H", "H", "H", "H", "H", "C", "C", "O", "H", "H", "H", "H", "H", "H", "C", "C", "O", "H", "H", "H", "H", "H", "H", "C", "C", "O", "H", "H", "H", "H", "H", "H"],
  "xyz": [[-12.458, 19.588, -14.238], [-5.377, 19.086, -10.868], [-15.610, 16.932, -12.838], [-15.511, 17.992, -11.712], [-16.124, 17.462, -10.417], [-15.228, 16.426, -9.746], [-13.905, 17.145, -9.372], [-13.216, 17.681, -10.642], [-14.146, 18.449, -11.452], [-13.517, 19.191, -12.475], [-12.548, 16.495, -11.363], [-12.157, 18.665, -10.062], [-16.412, 19.161, -12.153], [-15.207, 17.368, -13.754], [-16.657, 16.676, -13.017], [-15.072, 16.005, -12.640], [-17.067, 16.957, -10.641], [-16.251, 18.293, -9.722], [-15.021, 15.547, -10.359], [-15.665, 16.030, -8.826], [-13.278, 16.385, -8.901], [-14.092, 17.900, -8.607], [-11.871, 15.981, -10.678], [-12.012, 16.933, -12.210], [-13.149, 15.674, -11.761], [-11.383, 18.851, -10.810], [-11.636, 18.236, -9.204], [-12.591, 19.623, -9.786], [-16.385, 19.960, -11.409], [-17.457, 18.860, -12.256], [-16.130, 19.668, -13.077], [-8.690, 17.987, -13.145], [-9.836, 18.721, -13.405], [-9.961, 20.150, -12.909], [-10.981, 20.866, -13.233], [-8.977, 20.722, -12.149], [-7.855, 19.926, -11.737], [-7.655, 18.464, -12.325], [-6.616, 17.873, -11.990], [-6.976, 20.345, -10.946], [-10.778, 18.158, -14.060], [-8.634, 17.027, -13.641], [-9.031, 21.737, -11.785], [-3.501, 20.729, -7.340], [-3.715, 20.589, -5.945], [-5.016, 19.845, -5.461], [-5.268, 19.930, -4.272], [-5.823, 19.180, -6.470], [-5.506, 19.332, -7.808], [-4.288, 20.138, -8.272], [-4.079, 20.421, -9.518], [-6.196, 18.653, -8.679], [-3.021, 21.096, -5.065], [-2.724, 21.436, -7.605], [-6.716, 18.655, -6.163], [-9.418, 14.193, -12.616], [-10.433, 14.221, -13.733], [-10.697, 12.917, -14.268], [-9.212, 15.209, -12.282], [-8.490, 13.704, -12.922], [-9.760, 13.578, -11.784], [-10.148, 14.880, -14.560], [-11.382, 14.627, -13.367], [-11.252, 13.035, -15.043], [-4.875, 20.047, -14.914], [-4.228, 19.219, -13.800], [-4.259, 19.757, -12.496], [-4.316, 20.963, -15.107], [-5.925, 20.278, -14.722], [-4.863, 19.416, -15.803], [-3.190, 18.976, -14.054], [-4.677, 18.230, -13.693], [-3.726, 20.563, -12.502], [-5.463, 16.446, -15.879], [-6.194, 15.490, -14.962], [-5.353, 14.379, -14.679], [-6.045, 17.342, -16.095], [-5.277, 15.894, -16.804], [-4.489, 16.695, -15.455], [-7.122, 15.187, -15.458], [-6.491, 15.989, -14.037], [-5.661, 13.616, -15.172], [-4.906, 24.571, -11.202], [-5.300, 23.152, -10.765], [-6.704, 23.049, -10.796], [-5.197, 24.703, -12.249], [-3.837, 24.744, -11.088], [-5.466, 25.336, -10.663], [-4.977, 23.085, -9.724], [-4.725, 22.426, -11.342], [-6.972, 22.128, -10.925], [-1.778, 17.373, -11.516], [-2.682, 17.299, -10.298], [-4.053, 17.377, -10.690], [-0.766, 17.260, -11.115], [-1.730, 18.405, -11.872], [-2.006, 16.711, -12.350], [-2.535, 18.175, -9.664], [-2.444, 16.407, -9.714], [-4.179, 16.547, -11.169], [-9.295, 16.661, -9.511], [-8.074, 15.770, -9.392], [-7.573, 15.872, -8.062], [-10.129, 16.325, -8.895], [-9.662, 16.778, -10.535], [-9.009, 17.669, -9.197], [-7.303, 16.100, -10.083], [-8.367, 14.728, -9.524], [-7.108, 16.726, -8.019], [-9.868, 22.672, -9.056], [-9.914, 23.981, -9.848], [-8.696, 24.697, -9.665], [-10.741, 22.076, -9.346], [-9.868, 22.815, -7.979], [-9.039, 22.054, -9.405], [-10.714, 24.632, -9.497], [-10.099, 23.713, -10.894], [-8.002, 24.087, -9.969], [-11.566, 22.003, -17.695], [-11.953, 20.611, -17.248], [-11.479, 20.312, -15.933], [-12.104, 22.218, -18.621], [-10.496, 22.114, -17.868], [-11.855, 22.772, -16.978], [-11.578, 19.835, -17.925], [-13.032, 20.456, -17.322], [-10.516, 20.473, -15.979], [-12.634, 16.585, -16.870], [-13.474, 16.905, -15.660], [-13.635, 18.331, -15.558], [-11.600, 16.932, -16.844], [-13.036, 16.989, -17.805], [-12.631, 15.505, -17.036], [-13.006, 16.537, -14.750], [-14.430, 16.405, -15.826], [-14.103, 18.597, -16.355], [-8.684, 18.383, -16.883], [-7.990, 19.746, -16.924], [-8.755, 20.646, -16.139], [-8.048, 17.664, -17.412], [-9.630, 18.346, -17.424], [-8.765, 17.963, -15.883], [-7.913, 20.201, -17.917], [-6.954, 19.550, -16.633], [-8.226, 21.446, -15.965], [-7.960, 24.296, -13.621], [-7.739, 22.900, -14.209], [-7.289, 22.923, -15.579], [-8.151, 24.318, -12.548], [-8.866, 24.691, -14.090], [-7.172, 25.022, -13.829], [-8.676, 22.344, -14.204], [-7.030, 22.349, -13.584], [-6.386, 23.255, -15.567]],
  "e_lumo_ev": 0.9,
  "homo_ev": -4.056,
  "gap_ev": 4.9667,
  "fmax_ev_per_a": 5.0,
  "total_energy_ha": -5197.78740,
  "de_lowest_kj_mol": 0.0,
  "charge": -1
}